Entry from the Open Molecules 2025 dataset: 2 unconnected molecules or ions with the total composition C5H15N2S (the ωB97M-V functional and the def2-TZVPD basis).

```
23
Properties=species:S:1:pos:R:3:lowdin_charge:R:1
C 0.180 -0.427 2.494 -0.17
N -0.108 0.839 3.143 -0.15
C -1.135 1.644 2.465 -0.37
N -0.703 2.249 1.243 -0.01
H 1.176 -0.772 2.783 0.06
H -0.544 -1.221 2.706 0.07
H 0.178 -0.293 1.410 0.00
H -0.384 0.688 4.099 0.07
H -1.430 2.409 3.197 0.09
H -2.020 1.032 2.234 0.11
H 0.203 2.664 1.383 0.05
H -0.648 1.596 0.460 -0.08
C 0.856 -2.586 -2.645 -0.17
C 1.192 -1.153 -3.005 -0.39
C 1.004 -0.187 -1.844 -0.74
S -0.689 -0.142 -1.148 0.26
H 1.490 -2.929 -1.827 0.06
H 0.979 -3.263 -3.496 0.05
H -0.173 -2.624 -2.300 0.02
H 2.236 -1.074 -3.336 0.09
H 0.570 -0.808 -3.830 0.08
H 1.271 0.819 -2.174 0.03
H 1.688 -0.452 -1.031 0.03
```

Properties
* spin multiplicity: 1
* charge: -1
* lowest unoccupied orbital energy: 3.9 eV
* gap between HOMO and LUMO: 6.53 eV
* energy above the lowest of the compared OMol25 structures with the same formula, charge and spin: 0.2781 eV